ORCA calculation (ωB97M-V/def2-TZVPD) on the ion C9H19FNO2 with charge +1 in a non-equilibrium geometry.

Geometry as XYZ:
```
32
C9H19FNO2, DFT ωB97M-V/def2-TZVPD
C 2.78641 1.04969 0.14980
C 0.20339 -0.64754 2.40487
C -0.95154 1.20296 -1.73011
C -2.83988 -0.02101 -0.60713
C -1.76080 1.91488 0.54443
C 1.64881 -2.57364 -0.79344
C 1.74704 -0.41994 0.41193
C 0.41286 0.05452 1.06515
C -1.52871 0.73492 -0.39122
N 1.46138 -1.11142 -0.84143
O 2.92089 1.92071 0.90460
O -0.63274 -0.27603 0.17119
F 3.31751 0.94425 -1.06289
H -0.73668 -0.32848 2.84433
H 1.00838 -0.39159 3.08554
H 0.16445 -1.72522 2.27282
H -0.87106 0.37036 -2.42760
H -1.61513 1.93931 -2.17299
H 0.02503 1.66816 -1.60195
H -3.26474 -0.31202 0.34890
H -2.67433 -0.91640 -1.19907
H -3.55053 0.61380 -1.12565
H -2.00761 1.56880 1.54570
H -0.90504 2.58444 0.59450
H -2.60365 2.49028 0.17210
H 1.01717 -2.99209 -0.01219
H 1.36078 -3.01383 -1.74549
H 2.68831 -2.82510 -0.58840
H 2.34645 -1.02151 1.09152
H 0.46321 1.13218 1.23881
H 1.97053 -0.71446 -1.63859
H 0.39982 -0.89896 -0.90804
```

Its net charge is +1. Its lowest unoccupied orbital energy (spin up / spin down) is -2.86 / -7.86 eV. Its spin multiplicity is 3. The expectation value of S² is 2.01.